{
  "formula": "C49H100NO19",
  "method": "ωB97M-V with the def2-TZVPD basis set",
  "elements": ["C", "O", "C", "C", "C", "C", "C", "C", "C", "N", "C", "C", "C", "C", "C", "H", "H", "H", "H", "H", "H", "H", "H", "H", "H", "H", "H", "H", "H", "H", "H", "H", "H", "H", "H", "H", "H", "H", "H", "H", "H", "H", "H", "O", "C", "O", "C", "C", "C", "H", "H", "H", "H", "H", "H", "H", "H", "O", "C", "O", "C", "C", "C", "H", "H", "H", "H", "H", "H", "H", "H", "O", "C", "O", "C", "C", "C", "H", "H", "H", "H", "H", "H", "H", "H", "O", "C", "O", "C", "C", "C", "H", "H", "H", "H", "H", "H", "H", "H", "O", "C", "O", "C", "C", "C", "H", "H", "H", "H", "H", "H", "H", "H", "O", "C", "O", "C", "C", "C", "H", "H", "H", "H", "H", "H", "H", "H", "O", "C", "O", "C", "C", "C", "H", "H", "H", "H", "H", "H", "H", "H", "O", "C", "O", "C", "C", "C", "H", "H", "H", "H", "H", "H", "H", "H", "O", "C", "O", "C", "C", "C", "H", "H", "H", "H", "H", "H", "H", "H"],
  "positions_angstrom": [[-0.339, 0.414, 0.611], [-1.033, 1.389, -0.276], [-0.098, 1.841, -1.349], [0.557, 3.283, -0.812], [1.947, 3.682, -1.604], [3.303, 3.080, -0.861], [4.659, 3.888, -1.399], [5.458, 4.665, -0.152], [4.928, 6.215, -0.180], [5.377, 7.042, 1.044], [4.842, 8.455, 0.770], [5.047, 9.497, 2.019], [4.231, 8.820, 3.312], [5.099, 7.433, 3.662], [4.912, 6.456, 2.358], [-0.811, 0.422, 1.698], [0.815, 0.605, 0.708], [-0.588, -0.657, 0.148], [-0.787, 2.024, -2.306], [0.745, 1.056, -1.559], [-0.236, 4.121, -1.095], [0.647, 3.314, 0.363], [2.057, 4.866, -1.546], [1.928, 3.416, -2.754], [3.493, 1.945, -1.107], [3.226, 3.295, 0.307], [4.300, 4.742, -2.137], [5.419, 3.186, -1.957], [5.300, 4.103, 0.867], [6.610, 4.597, -0.454], [3.740, 6.229, -0.254], [5.327, 6.807, -1.122], [6.437, 7.070, 1.062], [3.726, 8.314, 0.440], [5.455, 8.845, -0.169], [4.597, 10.570, 1.761], [6.165, 9.616, 2.375], [3.151, 8.556, 2.876], [4.183, 9.537, 4.239], [4.744, 6.977, 4.679], [6.210, 7.804, 3.812], [5.486, 5.441, 2.611], [3.740, 6.261, 2.256], [-1.744, -1.008, 6.444], [-2.532, -0.358, 5.759], [-2.434, -0.369, 4.409], [-3.409, 0.200, 3.516], [-3.157, 1.679, 3.309], [-3.552, 0.531, 6.404], [-4.428, -0.013, 3.857], [-3.291, -0.323, 2.559], [-3.252, 2.238, 4.243], [-3.864, 2.093, 2.584], [-2.139, 1.846, 2.943], [-3.091, 1.491, 6.648], [-3.898, 0.052, 7.326], [-4.441, 0.695, 5.797], [-4.184, -3.180, 1.450], [-3.200, -3.715, 0.942], [-3.158, -3.940, -0.392], [-1.991, -4.385, -1.107], [-1.871, -5.894, -1.065], [-2.075, -4.214, 1.797], [-1.090, -3.878, -0.746], [-2.127, -4.064, -2.147], [-1.746, -6.260, -0.042], [-1.016, -6.231, -1.659], [-2.780, -6.362, -1.458], [-2.324, -5.207, 2.178], [-1.946, -3.526, 2.639], [-1.114, -4.247, 1.285], [2.327, 10.636, 4.903], [1.814, 9.947, 5.783], [1.887, 8.597, 5.723], [1.488, 7.711, 6.784], [0.003, 7.421, 6.720], [1.020, 10.582, 6.884], [1.803, 8.097, 7.760], [2.044, 6.778, 6.631], [-0.591, 8.329, 6.856], [-0.284, 6.701, 7.492], [-0.265, 7.012, 5.740], [0.001, 10.761, 6.537], [1.487, 11.538, 7.143], [0.998, 9.998, 7.804], [3.671, 0.619, -4.098], [2.868, 0.987, -4.953], [1.806, 0.211, -5.272], [0.716, 0.627, -6.114], [1.045, 0.405, -7.576], [3.100, 2.251, -5.725], [0.421, 1.659, -5.898], [-0.141, 0.000, -5.839], [1.905, 1.003, -7.890], [0.192, 0.667, -8.208], [1.307, -0.643, -7.755], [3.776, 2.046, -6.558], [3.560, 2.987, -5.058], [2.186, 2.712, -6.099], [-3.132, -8.082, -3.401], [-3.962, -7.630, -4.188], [-3.565, -6.889, -5.248], [-4.429, -6.474, -6.322], [-5.155, -5.192, -5.969], [-5.429, -7.809, -3.937], [-5.110, -7.280, -6.615], [-3.779, -6.293, -7.187], [-5.807, -5.324, -5.101], [-5.765, -4.850, -6.810], [-4.439, -4.406, -5.709], [-5.774, -7.036, -3.247], [-5.586, -8.794, -3.485], [-6.035, -7.792, -4.842], [10.833, 7.065, 8.307], [10.429, 6.570, 7.257], [9.664, 7.296, 6.409], [9.298, 6.880, 5.081], [8.061, 6.007, 5.107], [10.692, 5.128, 6.940], [10.142, 6.405, 4.569], [9.079, 7.798, 4.521], [8.232, 5.084, 5.668], [7.753, 5.742, 4.092], [7.235, 6.528, 5.602], [9.941, 4.507, 7.433], [11.685, 4.865, 7.320], [10.709, 4.908, 5.873], [-5.279, -1.771, 7.806], [-5.684, -2.266, 6.756], [-6.448, -1.539, 5.908], [-6.814, -1.955, 4.580], [-8.051, -2.828, 4.606], [-5.420, -3.707, 6.439], [-5.971, -2.430, 4.068], [-7.033, -1.037, 4.020], [-7.880, -3.751, 5.167], [-8.359, -3.093, 3.591], [-8.877, -2.307, 5.101], [-6.172, -4.328, 6.932], [-4.428, -3.970, 6.819], [-5.403, -3.927, 5.372], [-5.989, -5.750, -8.742], [-6.053, -6.396, -9.786], [-7.040, -7.303, -9.970], [-7.314, -7.970, -11.215], [-6.446, -9.201, -11.373], [-4.989, -6.262, -10.834], [-7.228, -7.279, -12.060], [-8.368, -8.275, -11.175], [-5.384, -8.944, -11.404], [-6.700, -9.737, -12.292], [-6.582, -9.877, -10.522], [-4.146, -6.907, -10.576], [-4.653, -5.220, -10.857], [-5.332, -6.491, -11.842], [1.565, -9.629, 0.101], [1.160, -10.124, -0.950], [0.396, -9.397, -1.797], [0.030, -9.813, -3.126], [-1.207, -10.687, -3.099], [1.424, -11.565, -1.266], [0.873, -10.289, -3.637], [-0.190, -8.895, -3.686], [-1.037, -11.609, -2.538], [-1.515, -10.951, -4.115], [-2.033, -10.165, -2.605], [0.672, -12.186, -0.774], [2.416, -11.828, -0.887], [1.441, -11.786, -2.333]],
  "lowdin_charge": [-0.106, -0.278, -0.197, -0.172, -0.211, -0.188, -0.194, -0.173, -0.150, -0.154, -0.136, -0.146, -0.179, -0.155, -0.135, 0.090, 0.099, 0.109, 0.141, 0.124, 0.117, 0.119, 0.098, 0.116, 0.120, 0.111, 0.105, 0.122, 0.107, 0.129, 0.150, 0.155, 0.206, 0.151, 0.153, 0.143, 0.122, 0.130, 0.109, 0.129, 0.106, 0.143, 0.167, 0.079, -0.501, -0.017, -0.228, -0.064, 0.004, 0.106, 0.118, 0.068, 0.087, 0.066, 0.096, 0.078, 0.072, 0.058, -0.506, -0.009, -0.229, -0.057, 0.010, 0.110, 0.123, 0.074, 0.088, 0.071, 0.102, 0.091, 0.073, 0.058, -0.495, -0.027, -0.228, -0.063, 0.014, 0.119, 0.121, 0.071, 0.088, 0.086, 0.104, 0.100, 0.075, 0.066, -0.510, -0.008, -0.232, -0.066, 0.002, 0.113, 0.127, 0.068, 0.085, 0.089, 0.101, 0.083, 0.072, 0.059, -0.490, -0.006, -0.238, -0.069, 0.011, 0.112, 0.121, 0.071, 0.058, 0.084, 0.100, 0.095, 0.074, 0.093, -0.500, -0.005, -0.230, -0.079, 0.005, 0.117, 0.119, 0.075, 0.065, 0.074, 0.100, 0.099, 0.069, 0.073, -0.498, -0.016, -0.235, -0.064, 0.014, 0.111, 0.122, 0.070, 0.085, 0.086, 0.100, 0.099, 0.073, 0.063, -0.477, 0.000, -0.228, -0.067, 0.011, 0.116, 0.127, 0.068, 0.085, 0.086, 0.100, 0.097, 0.073, 0.073, -0.505, -0.012, -0.228, -0.073, 0.001, 0.112, 0.120, 0.067, 0.084, 0.068, 0.098, 0.094, 0.069],
  "charge": 1,
  "max_force_ha_per_bohr": 0.0627,
  "energy_ev": -92814.9439,
  "spin_multiplicity": 1
}